Entry 1:
DFT (ωB97M-V/def2-TZVPD) results for one molecule with the formula C5H6O.

XYZ file:
```
12
C5H6O, DFT ωB97M-V/def2-TZVPD
C -1.91 -0.08 0.16
C -0.42 -0.01 0.02
C 0.48 1.01 -0.01
C 1.77 0.39 -0.13
C 1.55 -0.94 -0.18
O 0.22 -1.20 -0.09
H -2.25 0.67 0.88
H -2.21 -1.07 0.53
H -2.42 0.09 -0.79
H 0.27 2.07 0.05
H 2.74 0.88 -0.17
H 2.19 -1.80 -0.27
```

spin multiplicity: 1
energy above the lowest of the compared OMol25 structures with the same formula, charge and spin: 4.4 kcal/mol
HOMO-LUMO gap: 9.6 eV
molecular weight: 82.102 g mol⁻¹
SMILES: Cc1ccco1
HOMO energy: -8.47 eV


Entry 2:
DFT (ωB97M-V/def2-TZVPD) results for a 2-piece molecular cluster, C9H12FNO9 overall at a distorted geometry.

XYZ file:
```
32
C9H12FNO9, DFT ωB97M-V/def2-TZVPD
C 2.41 0.76 2.08
C 1.93 1.96 1.26
C 0.81 1.62 0.27
O -0.47 2.16 0.62
C -1.00 1.79 1.82
O -1.91 2.86 2.19
C -2.92 2.34 2.92
O -3.77 2.97 3.45
O -2.81 0.98 2.96
C -1.99 0.62 1.86
O -1.50 -0.65 2.20
N -0.59 -1.25 1.26
O -0.94 -1.13 0.16
H 2.65 -0.09 1.43
H 3.30 1.01 2.66
H 1.64 0.42 2.77
H 1.56 2.74 1.93
H 2.77 2.40 0.72
H 0.75 0.54 0.10
H 1.02 2.06 -0.70
H -0.28 1.72 2.65
H -2.63 0.60 0.97
O 1.54 -4.97 -3.74
C 0.95 -3.95 -3.64
O -0.20 -3.78 -2.93
C -0.51 -2.38 -2.91
C 0.23 -1.88 -4.13
F 0.70 -0.62 -3.96
O 1.31 -2.77 -4.22
H -0.11 -1.93 -2.01
H -1.59 -2.24 -2.95
H -0.34 -1.91 -5.06
```

spin multiplicity: 1
HOMO-LUMO gap: 9.7 eV
molecular weight: 297.191 g mol⁻¹
SMILES: CCCO[C@H]1OC(=O)O[C@@H]1ON=O.O=C1OC[C@@H](F)O1
HOMO energy: -10.97 eV


Entry 3:
DFT (ωB97M-V/def2-TZVPD) results for a 7-piece molecular cluster, C32H64Cl2F4NO9S overall at a distorted geometry.

XYZ file:
```
113
C32H64Cl2F4NO9S, DFT ωB97M-V/def2-TZVPD
C -5.56 -3.77 1.29
C -6.09 -2.87 0.69
C -6.36 -1.66 -0.09
N -5.14 -1.01 -0.58
C -4.20 -0.60 0.19
O -4.13 -0.79 1.48
C -3.14 0.23 -0.55
C -1.81 0.49 0.13
Cl -1.20 -0.47 1.44
C -1.10 1.53 -0.31
C -1.53 2.45 -1.41
Cl 0.43 1.88 0.46
C -3.19 -0.47 -1.95
S -2.14 -1.93 -1.99
O -2.46 -2.81 -3.05
O -2.14 -2.58 -0.72
C -0.35 -1.41 -2.29
F 0.18 -2.46 -2.88
F -0.27 -0.40 -3.14
F 0.31 -1.22 -1.19
C -4.73 -0.69 -1.97
C -5.41 -1.37 -3.17
C -5.58 -2.91 -3.06
C -5.10 -3.55 -4.37
F -4.97 -3.45 -1.96
H -5.13 -4.71 1.55
H -7.02 -1.87 -0.93
H -6.93 -0.98 0.56
H -4.64 -0.07 1.91
H -3.63 1.21 -0.65
H -0.68 2.95 -1.89
H -2.02 1.91 -2.23
H -2.22 3.23 -1.07
H -3.05 0.17 -2.83
H -5.08 0.36 -2.08
H -4.90 -1.08 -4.09
H -6.42 -0.95 -3.23
H -6.66 -3.12 -3.03
H -4.22 -3.05 -4.76
H -4.92 -4.62 -4.26
H -5.89 -3.41 -5.13
C 4.91 1.06 -0.50
C 4.91 -0.39 -0.02
C 4.03 -1.26 -0.90
O 4.45 -0.45 1.33
H 3.90 1.48 -0.46
H 5.53 1.68 0.14
H 5.27 1.14 -1.53
H 5.93 -0.77 -0.03
H 2.99 -0.91 -0.87
H 4.03 -2.29 -0.55
H 4.37 -1.25 -1.94
H 3.54 -0.11 1.35
C 7.61 1.08 4.22
C 7.76 -0.43 4.10
C 8.42 -0.81 2.78
O 6.48 -1.05 4.19
H 6.98 1.47 3.42
H 7.13 1.34 5.17
H 8.58 1.58 4.18
H 8.36 -0.81 4.93
H 7.82 -0.48 1.93
H 8.52 -1.90 2.70
H 9.42 -0.37 2.69
H 5.94 -0.72 3.46
C -2.56 6.85 0.56
C -2.80 6.63 -0.92
C -3.03 7.95 -1.64
O -3.94 5.78 -1.10
H -3.42 7.32 1.03
H -2.40 5.89 1.07
H -1.68 7.48 0.73
H -1.94 6.12 -1.36
H -3.92 8.46 -1.24
H -3.22 7.78 -2.71
H -2.18 8.61 -1.54
H -4.70 6.22 -0.72
C -2.61 2.25 4.25
C -4.06 2.06 4.67
C -4.16 1.35 6.01
O -4.75 1.29 3.67
H -2.11 1.28 4.14
H -2.55 2.75 3.28
H -2.06 2.84 4.98
H -4.55 3.03 4.73
H -3.71 0.36 5.96
H -5.21 1.21 6.29
H -3.66 1.92 6.79
H -4.32 0.43 3.62
C -3.94 0.68 -8.16
C -3.55 0.26 -6.75
C -2.31 -0.62 -6.76
O -4.63 -0.44 -6.13
H -4.18 -0.20 -8.77
H -4.84 1.31 -8.13
H -3.14 1.24 -8.65
H -3.36 1.15 -6.15
H -2.49 -1.54 -7.33
H -2.04 -0.92 -5.75
H -1.46 -0.11 -7.21
H -4.81 -1.23 -6.66
C 11.27 -5.61 4.58
C 10.42 -4.35 4.67
C 9.21 -4.57 5.57
O 9.99 -3.97 3.36
H 10.70 -6.44 4.16
H 12.13 -5.44 3.93
H 11.64 -5.91 5.57
H 11.02 -3.53 5.06
H 8.57 -5.36 5.17
H 8.60 -3.66 5.61
H 9.51 -4.84 6.58
H 9.46 -4.69 3.01
```

spin multiplicity: 1
net charge: +1
energy above the lowest of the compared OMol25 structures with the same formula, charge and spin: 10.4 kcal/mol
HOMO-LUMO gap: 7.3 eV
molecular weight: 785.827 g mol⁻¹
HOMO energy: -10.81 eV


Entry 4:
DFT (ωB97M-V/def2-TZVPD) results for a 12-piece molecular cluster, C77H174N10O12 overall at a distorted geometry.

XYZ file:
```
273
C77H174N10O12, DFT ωB97M-V/def2-TZVPD
C 0.87 -2.70 9.96
C 1.47 -1.68 8.95
C 2.70 -2.26 8.31
C 0.37 -1.52 7.80
C 0.48 -0.30 6.89
C 0.68 0.93 7.67
C 1.78 0.91 8.72
C 3.18 0.97 8.05
C 1.58 2.07 9.67
N 1.76 -0.37 9.53
O 2.78 -0.47 10.52
H 1.64 -2.99 10.68
H 0.12 -2.16 10.54
H 0.50 -3.65 9.55
H 2.59 -3.31 8.06
H 2.92 -1.81 7.35
H 3.54 -2.21 9.01
H 0.46 -2.38 7.13
H -0.65 -1.58 8.19
H 1.32 -0.48 6.22
H -0.36 -0.24 6.19
H -0.30 1.14 8.10
H 0.90 1.69 6.93
H 3.44 2.02 7.94
H 3.11 0.52 7.06
H 3.99 0.48 8.59
H 1.68 3.09 9.29
H 2.36 1.95 10.42
H 0.69 1.98 10.29
H 2.18 -0.31 11.26
C 7.24 -0.34 -2.69
C 6.68 -1.56 -3.44
C 7.09 -1.50 -4.89
C 7.25 -2.80 -2.83
C 6.60 -3.26 -1.53
C 5.13 -3.43 -1.82
C 4.47 -2.17 -2.26
C 3.10 -2.63 -2.69
C 4.30 -1.17 -1.07
N 5.21 -1.56 -3.40
O 4.60 -0.47 -3.98
H 8.32 -0.27 -2.70
H 6.75 0.58 -3.00
H 7.00 -0.51 -1.64
H 8.17 -1.60 -5.00
H 6.69 -2.37 -5.40
H 6.74 -0.65 -5.47
H 7.21 -3.66 -3.50
H 8.27 -2.57 -2.55
H 6.98 -4.22 -1.18
H 6.78 -2.56 -0.71
H 4.66 -3.80 -0.91
H 5.00 -4.19 -2.59
H 3.24 -3.29 -3.54
H 2.46 -1.77 -2.94
H 2.58 -3.25 -1.96
H 4.02 -1.71 -0.16
H 3.60 -0.38 -1.35
H 5.19 -0.66 -0.72
H 4.83 0.18 -3.31
C 1.81 4.52 -4.56
C 1.28 3.60 -5.64
C 0.24 2.59 -5.06
C 0.49 4.36 -6.81
C 1.35 5.22 -7.83
C 2.28 4.11 -8.45
C 3.24 3.47 -7.37
C 4.13 2.42 -8.13
C 4.23 4.48 -6.78
N 2.33 2.82 -6.36
O 3.11 2.08 -5.43
H 1.07 5.29 -4.34
H 2.05 3.94 -3.66
H 2.72 5.10 -4.73
H 0.77 1.91 -4.39
H -0.57 3.02 -4.46
H -0.22 1.96 -5.82
H -0.06 3.62 -7.39
H -0.30 5.00 -6.42
H 0.67 5.62 -8.58
H 1.98 6.00 -7.41
H 2.84 4.64 -9.22
H 1.72 3.31 -8.92
H 4.95 2.86 -8.70
H 3.45 1.83 -8.75
H 4.70 1.79 -7.45
H 5.11 4.60 -7.42
H 4.53 3.98 -5.85
H 3.91 5.49 -6.52
H 3.14 1.20 -5.82
C -0.09 0.86 3.03
C -0.55 0.11 1.78
C 0.15 -1.29 1.82
C -2.10 -0.11 1.88
C -2.74 -0.59 0.54
C -2.55 0.54 -0.44
C -1.02 0.85 -0.75
C -0.42 -0.31 -1.61
C -0.92 2.19 -1.61
N -0.28 0.89 0.53
O 1.11 1.13 0.31
H -0.08 0.25 3.93
H 0.91 1.29 2.95
H -0.71 1.72 3.28
H 0.02 -1.84 2.75
H -0.32 -1.92 1.05
H 1.21 -1.17 1.63
H -2.33 -0.97 2.52
H -2.64 0.70 2.37
H -2.29 -1.50 0.16
H -3.78 -0.90 0.66
H -3.13 1.41 -0.15
H -3.02 0.37 -1.41
H 0.66 -0.36 -1.67
H -0.73 -0.10 -2.63
H -0.84 -1.30 -1.47
H 0.12 2.34 -1.90
H -1.16 3.02 -0.95
H -1.54 2.24 -2.50
H 1.21 2.08 0.42
C 2.21 -3.32 4.51
C 2.91 -4.62 4.06
C 1.89 -5.80 4.28
C 3.22 -4.49 2.55
C 4.10 -5.52 1.99
C 5.38 -5.70 2.81
C 5.18 -5.75 4.40
C 4.87 -7.27 4.70
C 6.55 -5.21 5.01
N 4.14 -4.76 4.84
O 3.94 -4.74 6.21
H 1.30 -3.13 3.93
H 1.82 -3.31 5.53
H 2.92 -2.49 4.43
H 1.04 -5.77 3.60
H 2.41 -6.76 4.25
H 1.51 -5.83 5.30
H 2.25 -4.54 2.05
H 3.75 -3.55 2.43
H 3.51 -6.44 2.00
H 4.28 -5.31 0.94
H 6.05 -4.88 2.55
H 5.73 -6.64 2.39
H 5.74 -7.90 4.52
H 4.13 -7.72 4.03
H 4.66 -7.38 5.76
H 6.84 -4.26 4.55
H 7.40 -5.88 4.90
H 6.35 -5.04 6.07
H 4.43 -3.96 6.47
C -4.44 4.04 -1.66
C -4.08 5.37 -2.37
C -4.34 6.57 -1.45
C -2.50 5.22 -2.64
C -1.99 6.14 -3.75
C -2.75 6.05 -5.05
C -4.29 6.08 -4.88
C -4.71 7.63 -4.89
C -5.05 5.54 -6.26
N -4.77 5.48 -3.62
O -6.16 5.48 -3.53
H -3.99 3.90 -0.68
H -5.50 4.02 -1.42
H -4.16 3.18 -2.27
H -3.81 7.48 -1.72
H -5.42 6.75 -1.50
H -4.08 6.43 -0.40
H -1.95 5.55 -1.76
H -2.25 4.18 -2.88
H -1.98 7.19 -3.44
H -0.93 6.01 -3.97
H -2.34 5.14 -5.48
H -2.43 6.88 -5.68
H -4.13 8.16 -5.65
H -4.37 8.18 -4.01
H -5.73 7.87 -5.21
H -6.14 5.66 -6.21
H -4.80 4.49 -6.37
H -4.67 6.06 -7.14
H -6.34 4.55 -3.71
C -2.89 -4.48 -0.49
C -2.28 -5.44 0.51
C -0.87 -4.86 0.89
C -3.20 -5.37 1.76
C -4.45 -6.36 1.77
C -4.08 -7.77 1.27
C -3.37 -7.74 -0.11
C -2.95 -9.15 -0.41
C -4.35 -7.36 -1.26
N -2.21 -6.87 -0.06
O -1.32 -6.99 -1.11
H -2.22 -4.35 -1.34
H -3.79 -4.82 -1.00
H -3.12 -3.48 -0.12
H -0.18 -5.61 1.28
H -0.41 -4.42 0.00
H -0.90 -4.13 1.70
H -2.59 -5.68 2.60
H -3.61 -4.37 1.95
H -4.96 -6.28 2.73
H -5.20 -5.93 1.12
H -4.99 -8.36 1.13
H -3.44 -8.19 2.05
H -3.82 -9.81 -0.46
H -2.23 -9.51 0.32
H -2.63 -9.35 -1.43
H -4.90 -8.17 -1.72
H -3.86 -6.87 -2.10
H -5.11 -6.66 -0.90
H -0.53 -7.42 -0.77
C 2.15 6.42 -1.84
O 2.24 6.69 -0.43
C 1.08 6.42 0.32
C 0.66 4.99 0.45
C -0.54 4.77 1.35
N 1.75 4.15 0.77
H 1.34 5.74 -2.10
H 3.11 6.12 -2.27
H 2.05 7.37 -2.38
H 1.23 6.88 1.30
H 0.37 7.03 -0.24
H 0.42 4.52 -0.50
H -1.42 5.32 1.02
H -0.41 5.15 2.36
H -0.77 3.71 1.45
H 2.54 4.72 0.50
H 1.91 4.22 1.77
C -3.63 0.84 -5.10
O -3.15 -0.06 -6.02
C -3.07 0.47 -7.33
C -2.34 -0.48 -8.29
C -1.91 0.35 -9.55
N -3.22 -1.56 -8.70
H -3.73 0.28 -4.17
H -4.61 1.23 -5.38
H -2.83 1.56 -4.91
H -4.09 0.73 -7.60
H -2.61 1.46 -7.30
H -1.53 -0.94 -7.72
H -1.10 1.07 -9.45
H -2.75 0.94 -9.93
H -1.53 -0.26 -10.37
H -3.37 -2.06 -7.83
H -2.71 -2.20 -9.28
C -4.92 -1.67 4.21
O -3.93 -1.33 5.19
C -4.31 -0.48 6.29
C -4.32 1.04 6.04
C -2.93 1.54 5.61
N -4.78 1.77 7.21
H -5.70 -2.25 4.71
H -4.41 -2.30 3.48
H -5.22 -0.74 3.75
H -5.30 -0.80 6.62
H -3.58 -0.73 7.07
H -5.04 1.23 5.24
H -3.02 2.56 5.23
H -2.44 1.08 4.76
H -2.24 1.47 6.45
H -4.18 1.76 8.02
H -5.69 1.42 7.46
C -6.42 1.32 -0.28
O -7.41 2.07 -1.02
H -5.85 0.63 -0.91
H -5.74 1.90 0.33
H -7.02 0.66 0.35
H -8.15 1.89 -0.43
C -3.82 3.20 2.59
O -4.13 4.45 3.18
H -4.33 2.39 3.11
H -4.14 3.28 1.55
H -2.77 2.91 2.47
H -4.69 4.38 3.96
```

spin multiplicity: 1
HOMO-LUMO gap: 8.2 eV
molecular weight: 1432.297 g mol⁻¹
SMILES: CC1(C)CCCC(C)(C)N1O.CC1(C)CCCC(C)(C)N1O.CC1(C)CCCC(C)(C)N1O.CC1(C)CCCC(C)(C)N1O.CC1(C)CCCC(C)(C)N1O.CC1(C)CCCC(C)(C)N1O.CC1(C)CCCC(C)(C)N1O.COC[C@H](C)N.COC[C@H](C)N.COC[C@H](C)N.CO.CO
HOMO energy: -7.86 eV


Entry 5:
DFT (ωB97M-V/def2-TZVPD) results for one molecule with the formula C5H8Cl2S at a distorted geometry.

XYZ file:
```
16
C5H8Cl2S, DFT ωB97M-V/def2-TZVPD
C -2.76 1.12 -0.61
S -1.06 1.31 -1.17
C -0.21 0.72 0.15
C 0.36 1.59 0.95
Cl 1.64 1.04 2.16
C -0.12 -0.79 0.28
C 0.65 -1.21 -1.02
Cl 0.56 -2.90 -0.86
H -2.86 1.46 0.48
H -3.21 0.15 -0.75
H -3.23 1.91 -1.22
H 0.17 2.58 0.78
H 0.52 -1.01 1.22
H -1.16 -1.20 0.56
H 0.18 -1.08 -1.99
H 1.66 -0.76 -1.00
```

spin multiplicity: 1
energy above the lowest of the compared OMol25 structures with the same formula, charge and spin: 32.4 kcal/mol
HOMO-LUMO gap: 9.7 eV
molecular weight: 171.092 g mol⁻¹
SMILES: CS/C(=C/Cl)CCCl
HOMO energy: -9.09 eV


Entry 6:
DFT (ωB97M-V/def2-TZVPD) results for one molecule with the formula C19H18N2O3 at a distorted geometry.

XYZ file:
```
42
C19H18N2O3, DFT ωB97M-V/def2-TZVPD
C -1.73 -3.95 -0.26
C -2.34 -2.61 -0.11
O -3.63 -2.53 0.22
N -4.00 -1.23 0.30
C -2.97 -0.49 -0.02
C -3.07 0.96 0.02
C -4.04 1.54 0.84
C -4.17 2.92 0.90
C -3.35 3.73 0.13
C -2.40 3.16 -0.70
C -2.26 1.78 -0.76
C -1.84 -1.34 -0.29
C -0.45 -1.00 -0.66
O -0.14 -0.27 -1.58
N 0.47 -1.65 0.10
C 1.88 -1.36 -0.06
C 2.33 -0.16 0.82
O 1.42 0.90 0.70
C 3.75 0.18 0.44
C 4.80 -0.50 1.04
C 6.11 -0.22 0.68
C 6.38 0.74 -0.28
C 5.34 1.42 -0.87
C 4.03 1.15 -0.52
H -2.41 -4.60 -0.80
H -1.55 -4.39 0.72
H -0.79 -3.88 -0.80
H -4.67 0.90 1.43
H -4.92 3.36 1.54
H -3.45 4.80 0.18
H -1.76 3.78 -1.30
H -1.53 1.34 -1.42
H 0.18 -2.08 0.96
H 2.03 -1.10 -1.11
H 2.47 -2.25 0.18
H 2.29 -0.45 1.87
H 1.21 1.03 -0.24
H 4.60 -1.25 1.79
H 6.92 -0.76 1.15
H 7.40 0.96 -0.56
H 5.54 2.18 -1.62
H 3.22 1.69 -0.99
```

spin multiplicity: 1
energy above the lowest of the compared OMol25 structures with the same formula, charge and spin: 59.9 kcal/mol
HOMO-LUMO gap: 9.5 eV
molecular weight: 322.364 g mol⁻¹
SMILES: Cc1onc(-c2ccccc2)c1C(=O)NC[C@H](O)c1ccccc1
HOMO energy: -8.95 eV